No. 1
# C6H8

C6H8 in the gas phase (ωB97M-V/def2-TZVPD, the OMol25 dataset).

Structure (XYZ):
```
14
Properties=species:S:1:pos:R:3
C 0.36569 -1.45077 -0.80009
C -0.68987 -0.36591 -0.67122
C -1.13531 0.24142 0.66369
C 0.12433 0.95682 1.13716
C 1.17749 0.65107 0.37189
C 0.72498 0.05768 -0.89458
H 0.67244 -1.95980 0.12582
H 0.26816 -2.14956 -1.63320
H -1.39707 -0.34854 -1.50471
H -1.49898 -0.47409 1.41750
H -1.96021 0.93974 0.48119
H 0.10782 1.77596 1.84016
H 2.23921 0.85685 0.47490
H 1.00133 1.26912 -1.00850
```

Properties
Highest occupied orbital energy ... -8.36 eV
Kohn-Sham gap ... 9.54 eV
SMILES ... C1=C[C@H]2C[C@H]2C1
E_LUMO ... 1.177 eV

No. 2
# C6H8

C6H8 in the gas phase (ωB97M-V/def2-TZVPD, the OMol25 dataset).

Structure (XYZ):
```
14
Properties=species:S:1:pos:R:3
C -0.34541 1.34413 -0.63496
C 0.06321 0.19329 0.52956
C -0.89802 -0.74793 -0.57288
C -0.95390 -0.76670 0.88134
C 1.42865 -0.15969 0.51477
C 2.61848 -0.38967 0.56372
H -1.30158 1.79497 -0.50257
H -0.15228 1.36172 -1.69025
H 0.38344 1.99626 -0.21425
H -0.29133 -1.49643 -1.04241
H -1.78942 -0.49120 -1.12439
H -1.87141 -0.41005 1.31942
H -0.55615 -1.64745 1.34578
H 3.66573 -0.58127 0.62714
```

Properties
Highest occupied orbital energy ... -7.73 eV
Kohn-Sham gap ... 8.84 eV
SMILES ... C#CC1(C)CC1
E_LUMO ... 1.114 eV

So what do the calculations give for ΔE to the lowest compared entry with this formula, charge and spin? Going down the list: 85.9, 112.4 kcal/mol.